Entry 1:
Formula: C19H43CrN2OP3Se
Source: OMol25
Level of theory: ωB97M-V with the def2-TZVPD basis set

The geometry in XYZ format:
```
70
Properties=species:S:1:pos:R:3:forces:R:3:lowdin_spin:R:1
Cr -1.067508 -0.341995 -0.770949 1.40 -2.42 -1.27 2.716
P 1.236812 -1.390409 0.114959 1.16 -0.51 0.73 -0.058
P 0.219561 0.953993 -2.979021 -0.23 -0.21 -1.92 -0.041
P -2.156122 -1.072086 1.210198 0.02 -0.22 0.14 -0.052
H -5.142973 1.360314 -3.977133 0.21 0.11 0.32 0.000
C -5.404382 1.719278 -2.978871 -0.46 0.80 -0.32 0.000
C -4.535353 1.971419 -2.003317 -0.12 -0.12 -0.07 0.001
H -3.447614 1.897903 -2.139458 -0.25 -0.23 -0.02 0.001
C 1.893843 -3.022786 -0.489063 -0.71 0.04 -0.53 -0.010
C 2.691549 -0.318539 -0.153028 -0.15 0.53 -0.21 -0.007
C 1.405235 -1.672923 1.920784 -0.52 0.26 0.22 -0.005
C -0.661264 1.786025 -4.333806 -0.11 -0.12 0.34 -0.002
C 1.027609 2.224850 -2.008508 0.20 0.27 0.70 -0.016
C 1.415995 -0.160339 -3.772794 -0.23 -0.08 0.45 0.012
C -3.877502 -0.596592 0.937469 -0.10 0.16 -0.16 -0.012
C -1.601462 -0.292316 2.746555 0.01 0.29 0.17 -0.007
C -2.172231 -2.863077 1.458217 0.15 -0.26 -0.19 0.000
H -6.462294 2.037527 -2.897099 0.65 -0.59 0.27 0.000
H -4.878758 2.325040 -1.034630 0.10 0.16 -0.17 0.000
H 2.879513 -3.259968 -0.050523 -0.45 0.45 -0.02 -0.003
H 1.986536 -3.011409 -1.583066 0.07 -0.08 0.25 0.000
H 1.191744 -3.825234 -0.223950 0.17 0.19 -0.07 0.002
H 3.608672 -0.799882 0.208662 -0.32 -0.08 -0.01 -0.002
H 2.557328 0.616856 0.396897 0.00 -0.03 0.05 0.000
H 2.832545 -0.079531 -1.208744 0.05 -0.08 0.12 0.000
H 2.374660 -2.150512 2.132591 -0.28 0.18 -0.27 -0.002
H 0.612959 -2.327183 2.306190 0.24 0.14 -0.11 0.000
H 1.362333 -0.710065 2.443017 0.05 -0.13 -0.04 0.000
H 0.090952 1.944085 -5.122832 -0.45 0.18 0.15 -0.001
H -1.034615 2.738059 -3.927565 -0.01 -0.23 -0.43 0.000
H -1.497107 1.164917 -4.702085 0.43 0.33 0.03 0.000
H 0.771575 3.207317 -2.422926 -0.05 -0.23 0.04 -0.001
H 2.112541 2.088185 -2.079434 -0.18 -0.04 0.03 -0.002
H 0.741278 2.215224 -0.948461 0.17 0.14 -0.14 -0.001
H 1.669339 0.275845 -4.745558 0.13 -0.11 0.22 0.001
H 0.953992 -1.148214 -3.924228 0.21 0.38 -0.11 0.011
H 2.295885 -0.268862 -3.133387 -0.03 -0.01 -0.33 0.000
H -4.471367 -0.968872 1.781500 -0.03 0.19 -0.18 -0.004
H -4.254308 -1.014788 -0.005585 0.05 -0.02 0.28 0.000
H -3.939187 0.496639 0.871172 -0.16 -0.18 0.14 0.000
H -2.385747 0.414716 3.043928 0.20 -0.15 0.17 -0.001
H -0.657160 0.263598 2.637175 -0.23 -0.17 0.04 -0.001
H -1.475239 -1.066053 3.517697 -0.10 0.32 -0.14 -0.001
H -3.160256 -3.141581 1.848384 0.27 -0.02 -0.03 -0.001
H -1.394825 -3.153321 2.175300 -0.26 0.02 -0.18 0.000
H -1.995857 -3.381055 0.506675 -0.13 0.02 0.25 0.000
C -2.614513 -2.696662 -2.774399 -0.67 0.20 -0.24 0.050
C -3.423993 -1.539235 -2.742541 -0.02 -0.27 0.37 0.039
C -4.802205 -1.654518 -2.756748 -0.38 0.57 -0.04 0.001
C -5.422271 -2.892369 -2.913798 0.36 -0.60 -0.05 0.070
C -4.619637 -4.044411 -3.073199 0.02 0.35 -0.11 -0.002
C -3.228638 -3.951169 -3.005697 0.12 -0.01 0.10 0.039
Se -0.781135 -2.437079 -2.475100 -0.75 0.51 0.97 0.306
H -0.894781 -0.086116 -2.669721 0.76 0.52 0.71 -0.016
H -2.965298 -0.540229 -2.714762 -0.22 -0.24 -0.02 -0.002
H -5.394041 -0.737988 -2.675713 0.13 -0.45 -0.06 -0.001
H -6.514995 -2.966468 -2.941950 0.49 0.02 -0.02 0.003
H -5.073779 -5.018902 -3.274763 0.13 0.39 0.14 -0.001
H -2.628556 -4.854276 -3.145906 -0.13 0.34 0.19 0.000
C 2.508264 4.215598 3.690273 0.67 0.12 0.71 0.000
N 1.538444 4.169503 2.633295 -0.72 -0.90 -0.65 0.000
C 0.985911 3.004982 2.204652 0.97 0.22 0.69 0.000
N 0.039165 3.211555 1.204850 -0.21 -0.34 -0.54 0.000
O 1.328877 1.882345 2.597473 -0.74 0.40 -0.73 0.000
H 2.848943 3.193724 3.882072 -0.07 0.28 0.00 0.000
H 2.063536 4.624271 4.608774 0.20 -0.12 -0.24 0.000
H 3.372024 4.829655 3.400962 -0.29 -0.18 0.09 0.000
H 1.186704 5.024848 2.235701 0.15 0.09 0.19 0.000
H -0.647547 2.478202 1.066635 0.16 0.38 0.49 -0.001
H -0.320073 4.153247 1.166325 -0.35 -0.13 -0.15 0.000
```
Positions in Å, forces in eV/Å.

## Properties
frontier orbital gap (spin up / spin down)	5.48 / 5.02	eV
spin multiplicity	4
expectation value of S²	4.029
lowest unoccupied orbital energy (spin up / spin down)	-11.06 / -11.53	eV
molar mass	539.4	g/mol
HOMO energy (spin up / spin down)	-16.5 / -16.5	eV
max |F|	3.072	eV Å⁻¹
total charge	+3

=====

Entry 2:
Formula: C50H38Cl3IMnN5OPS
Source: OMol25
Level of theory: ωB97M-V with the def2-TZVPD basis set

The geometry in XYZ format:
```
101
Properties=species:S:1:pos:R:3:forces:R:3:lowdin_spin:R:1
Mn 0.519924 -0.821041 -0.939823 -0.01 0.33 0.46 4.643
I -0.508454 -3.032322 -2.026380 -0.37 0.04 -0.18 0.066
C 1.064368 -4.264003 -2.679438 0.25 -0.12 -0.03 0.011
C 0.565671 -5.535789 -2.787540 0.37 -0.23 -0.15 0.004
C 1.342412 -6.573846 -3.340387 -0.22 0.13 0.12 0.000
C 2.577592 -6.272170 -3.804706 0.13 0.12 -0.03 0.001
C 3.106095 -4.959818 -3.704273 0.21 -0.10 -0.11 0.001
C 4.397998 -4.756293 -4.254451 -0.10 -0.07 0.02 0.000
C 5.000900 -3.541941 -4.214190 -0.07 0.13 0.07 0.000
C 4.333073 -2.497854 -3.556784 0.27 0.02 -0.10 0.001
C 3.089782 -2.629927 -2.987289 -0.13 -0.12 0.01 0.005
P 2.682945 -1.147098 -2.011515 -0.37 -0.19 0.09 0.039
C 2.724649 0.260737 -3.146220 0.04 -0.07 -0.11 0.010
C 2.443419 0.081540 -4.499056 0.01 0.05 -0.07 0.004
C 2.308378 1.183998 -5.332588 0.01 0.02 0.01 0.000
C 2.448045 2.466426 -4.822543 0.02 -0.05 0.02 0.005
C 2.722345 2.648364 -3.472781 0.02 -0.01 0.00 0.000
C 2.857328 1.552046 -2.635408 -0.05 0.12 0.03 0.007
C 3.993235 -0.958861 -0.790344 0.24 0.05 -0.12 0.009
C 3.861549 -1.638097 0.419570 0.01 -0.07 0.11 0.006
C 4.884717 -1.597617 1.355350 0.02 0.04 -0.01 0.000
C 6.032682 -0.860319 1.096168 -0.05 -0.01 -0.04 0.002
C 6.161577 -0.170110 -0.102540 -0.02 -0.01 0.02 0.000
C 5.149079 -0.223476 -1.047888 0.06 0.02 0.04 0.002
C 2.389213 -3.887256 -3.089314 -0.19 -0.07 0.05 0.001
H -0.438644 -5.765444 -2.464562 -0.05 0.02 0.02 0.001
H 0.939094 -7.573414 -3.410820 -0.03 0.00 0.01 0.000
H 3.196707 -7.028996 -4.266872 0.00 -0.02 -0.01 0.000
H 4.888926 -5.602515 -4.717110 0.01 -0.01 0.00 0.000
H 5.979490 -3.379854 -4.641245 0.02 0.01 -0.02 0.000
H 4.847130 -1.545112 -3.476528 -0.02 -0.05 0.00 0.000
H 2.346338 -0.913809 -4.914405 -0.01 -0.01 0.03 0.000
H 2.106267 1.038282 -6.385109 0.00 -0.01 -0.01 0.000
H 2.358498 3.322194 -5.477017 -0.02 0.02 -0.01 0.000
H 2.841967 3.646576 -3.073791 0.01 0.01 0.00 0.000
H 3.080402 1.713398 -1.586047 -0.01 -0.05 0.00 0.000
H 2.972387 -2.223761 0.638882 0.01 0.04 -0.07 0.002
H 4.787859 -2.143319 2.284138 -0.01 0.00 0.01 0.000
H 6.828832 -0.823926 1.826743 0.01 -0.01 0.02 0.000
H 7.055443 0.404068 -0.304713 0.01 0.00 0.00 0.000
H 5.259835 0.315252 -1.981416 0.00 -0.01 0.01 0.000
Cl -3.656000 -0.360310 4.331855 0.09 0.04 -0.07 0.000
C -3.793157 0.622674 2.909560 0.02 -0.11 0.14 0.000
C -4.166393 0.041400 1.709482 -0.02 0.19 -0.07 0.000
C -4.289754 0.860308 0.595318 -0.11 -0.05 0.07 0.000
C -4.055285 2.233471 0.647639 0.01 -0.36 -0.05 0.000
C -4.161164 3.028645 -0.628235 -0.20 0.16 -0.08 0.000
C -2.803322 3.587054 -1.077943 0.37 -0.12 -0.14 0.001
N -1.954447 2.507899 -1.613564 -0.33 0.09 0.24 0.007
C -1.930306 2.035447 -2.904331 -0.01 0.15 0.06 0.003
C -1.087888 0.974863 -2.903723 0.22 -0.08 0.02 0.011
N -0.607033 0.776229 -1.618399 -0.31 0.11 -0.06 0.047
C -1.178561 1.715225 -0.870938 0.14 0.12 -0.21 0.018
O -5.067950 4.106990 -0.531426 0.04 -0.07 -0.18 0.000
C -6.286104 3.995956 -1.295184 0.19 -0.07 0.09 0.000
C -6.083402 3.882290 -2.784464 0.06 -0.36 0.16 0.000
C -5.506515 4.829413 -3.575737 0.01 0.35 0.21 0.000
Cl -4.937817 6.373313 -3.074716 0.01 -0.14 0.02 0.000
S -5.444822 4.392650 -5.221390 0.11 -0.10 -0.23 0.000
C -6.175916 2.881116 -4.890761 -0.10 0.08 0.04 0.000
C -6.472140 2.748735 -3.571118 0.06 0.12 0.18 0.000
C -3.674223 2.768623 1.871486 0.20 0.18 0.08 0.000
Cl -3.294042 4.455245 2.014976 -0.09 0.03 0.16 0.000
C -3.538519 1.981123 3.002676 -0.05 -0.04 0.01 0.000
H -4.387929 -1.014779 1.662753 0.01 -0.02 -0.02 0.000
H -4.610935 0.427948 -0.346236 0.03 -0.03 0.01 0.000
H -4.467114 2.308311 -1.393628 -0.15 0.16 -0.20 0.000
H -2.237078 4.050776 -0.268713 -0.25 0.01 -0.08 0.000
H -2.963424 4.332821 -1.852032 0.00 -0.01 -0.11 0.000
H -2.498383 2.505459 -3.688757 0.00 0.00 -0.03 0.000
H -0.765312 0.369238 -3.732611 -0.01 -0.06 -0.01 0.001
H -1.036739 1.864971 0.186615 -0.03 -0.04 0.05 0.001
H -6.836743 4.899899 -1.044213 0.03 0.05 -0.01 0.000
H -6.869696 3.144325 -0.934083 0.02 -0.04 -0.04 0.000
H -6.393635 2.196478 -5.692867 0.01 -0.03 -0.03 0.000
H -6.987710 1.894046 -3.156290 0.03 -0.05 0.01 0.000
H -3.253554 2.424560 3.945496 0.00 0.01 0.02 0.000
N 0.793429 0.323388 6.230235 -0.01 -0.03 0.32 0.000
C 0.587559 -0.092823 7.535537 0.24 0.54 -0.04 0.001
C 0.827082 0.530126 8.765113 -0.05 -0.12 -0.15 0.000
C 0.491128 -0.195001 9.882366 -0.08 -0.17 0.09 0.001
C -0.063152 -1.494769 9.796268 0.09 0.21 -0.01 0.000
C -0.291329 -2.091909 8.583039 -0.01 -0.04 -0.05 0.001
C 0.043845 -1.367984 7.431114 -0.23 -0.51 -0.23 0.001
N -0.088832 -1.727703 6.096196 0.09 0.10 0.48 0.003
C 0.368010 -0.702520 5.434997 -0.14 0.08 -0.63 0.000
C 0.368677 -0.671139 3.969349 -0.05 0.02 0.35 0.007
C -0.135635 -1.777393 3.287413 -0.07 -0.17 -0.13 0.000
C -0.129317 -1.786969 1.914480 0.07 -0.03 -0.01 0.014
N 0.351361 -0.766317 1.177367 0.07 0.06 -0.04 0.041
C 0.822882 0.305483 1.834098 0.02 -0.03 0.09 0.016
C 0.837469 0.397361 3.209801 0.13 0.10 -0.10 0.001
H 1.149904 1.218731 5.946595 0.00 -0.04 0.00 0.000
H 1.249701 1.521401 8.842967 0.01 0.03 -0.03 0.000
H 0.652888 0.237036 10.860119 0.01 0.01 0.02 0.000
H -0.308138 -2.020192 10.707890 0.00 0.00 0.03 0.000
H -0.714171 -3.083855 8.507165 0.00 -0.01 -0.02 0.000
H -0.516896 -2.619570 3.847404 0.00 0.02 0.01 0.000
H -0.491264 -2.647779 1.365198 -0.05 0.02 0.01 0.002
H 1.225873 1.113186 1.231060 -0.03 -0.01 0.00 0.003
H 1.242919 1.291931 3.662022 -0.01 -0.01 0.01 0.000
```
Positions in Å, forces in eV/Å.

## Properties
frontier orbital gap (spin up / spin down)	7.31 / 6.82	eV
spin multiplicity	6
expectation value of S²	8.759
lowest unoccupied orbital energy (spin up / spin down)	-4.99 / -5.49	eV
molar mass	1076.1	g/mol
HOMO energy (spin up / spin down)	-12.3 / -12.3	eV
max |F|	0.654	eV Å⁻¹
relative energy (zero: lowest compared OMol25 entry of this formula, charge and spin)	25.10	kJ/mol
total charge	+2

=====

Entry 3:
Formula: C4H13N2O2
Source: OMol25
Level of theory: ωB97M-V with the def2-TZVPD basis set

The geometry in XYZ format:
```
21
Properties=species:S:1:pos:R:3:forces:R:3:nbo_charge:R:1
C -0.909310 2.097991 -0.857024 -0.46 -0.69 -0.23 -0.461
N 0.347261 1.404910 -0.511233 -0.58 -0.05 -1.27 -0.748
C 0.944651 1.059245 -1.978255 0.10 -0.12 0.81 0.134
O 1.019502 2.117256 -2.756719 0.71 -0.68 0.29 -0.910
H -0.771848 2.419642 -1.913882 -0.60 0.01 0.47 0.233
H -1.082359 2.986814 -0.266930 -0.10 0.28 0.39 0.162
H -1.802270 1.413223 -0.718766 0.87 0.61 -0.22 0.150
H 0.984913 2.133641 -0.202884 0.12 -0.11 -0.08 0.338
H 0.230231 0.267105 -2.401931 0.40 0.29 0.59 0.058
H 1.874950 0.491545 -1.593042 -0.42 0.64 -0.93 0.075
C 0.211739 -1.699538 2.007843 0.03 -0.67 -1.01 -0.071
O -0.347397 -1.612889 3.314855 0.46 -0.11 0.43 -0.737
C -0.907279 -1.725594 0.944120 0.98 0.27 -0.34 -0.229
N -0.219032 -1.551655 -0.346718 -0.67 -1.00 -0.55 -0.882
H 0.853395 -0.846625 1.763620 -0.07 0.04 0.20 0.180
H 0.819302 -2.636193 1.826582 -0.49 0.80 0.50 0.145
H 0.371526 -1.514300 3.963256 -0.42 -0.05 -0.52 0.461
H -1.368442 -2.723110 0.933500 -0.19 0.37 0.17 0.170
H -1.640347 -0.929816 1.149083 0.02 -0.29 0.13 0.173
H 0.014948 -0.589672 -0.566491 0.06 0.38 0.57 0.413
H -0.797242 -1.872605 -1.131654 0.26 0.08 0.59 0.344
```
Positions in Å, forces in eV/Å.

## Properties
frontier orbital gap	6.20	eV
spin multiplicity	1
lowest unoccupied orbital energy	3.24	eV
molar mass	121.2	g/mol
HOMO energy	-3.0	eV
max |F|	1.398	eV Å⁻¹
relative energy (zero: lowest compared OMol25 entry of this formula, charge and spin)	175.93	kJ/mol
total charge	-1